[1]
Density functional theory data (ωB97M-V with the def2-TZVPD basis set) for a 9-piece molecular cluster, C48H113O34P7 overall in a non-equilibrium geometry.

Output
SMILES string   CCOP(=O)(OCC)OCC.CCOP(=O)(OCC)OCC.CCOP(=O)(OCC)OCC.CCOP(=O)(OCC)OCC.CCOP(=O)(OCC)OCC.CCOP(=O)(OCC)OCC.CCOP(=O)(OCC)OCC.O=C1OCCO1.O=C1OCCO1
Lowest unoccupied orbital energy   0.245 eV
Gap between HOMO and LUMO   0.388 Ha
HOMO   -10.31 eV

Each line ends with the Löwdin charge.
CARTESIAN COORDINATES (ANGSTROEM)
H: -2.4285 21.3446 -29.6371  0.115
H: 8.3190 19.6662 -29.1389  0.085
C: -3.7303 18.9325 -24.0128  -0.055
C: -6.2724 26.9593 -22.0858  -0.070
O: -4.7456 21.7551 -27.7933  -0.146
O: 1.3531 19.9120 -28.4901  -0.193
H: 5.6565 23.2545 -22.9824  0.074
H: -3.6465 17.9151 -23.6372  0.081
H: -3.3333 28.4833 -21.9403  0.091
O: -4.2618 31.2838 -24.2605  -0.159
H: 2.3194 20.2798 -30.3029  0.129
C: -3.5644 18.9209 -25.5251  -0.254
P: 1.6016 18.3887 -28.1624  0.379
O: 1.3559 25.9051 -27.6899  0.064
O: -2.2909 24.9633 -23.5596  -0.151
H: -0.8425 28.1540 -22.3870  0.072
H: -1.1268 29.9801 -24.1164  0.098
H: -4.5831 29.3746 -23.5546  0.088
H: 5.8949 20.8743 -24.1159  0.071
P: -3.0416 31.7579 -23.3821  0.392
C: -6.0115 25.8968 -23.1331  -0.249
H: -4.3947 26.1444 -29.4845  0.087
H: 4.9363 23.8638 -28.6111  0.119
H: -2.0051 28.1756 -32.2083  0.115
C: -4.4248 29.8758 -24.5074  -0.256
O: -3.7913 25.7952 -25.5179  -0.220
H: -2.2544 23.8004 -25.3049  0.088
H: 3.5146 23.0876 -24.0949  0.097
H: -3.4973 29.5324 -24.9675  0.102
H: 2.1518 20.3807 -23.6754  0.098
C: 3.4831 23.5076 -23.0895  -0.240
H: -2.8649 28.2672 -27.8622  0.101
H: -1.0079 15.9324 -29.6882  0.083
H: 1.0358 28.0243 -27.6052  0.112
H: 1.8958 22.4850 -28.2592  0.068
C: 1.8621 30.7353 -28.1466  -0.140
H: 7.4646 18.1633 -29.2025  0.080
H: -0.5042 18.9261 -29.9243  0.106
O: 1.0079 23.4203 -21.1906  -0.186
C: -1.8260 21.7801 -28.8246  -0.291
O: 1.5140 20.9277 -20.8917  -0.212
H: 5.3272 19.4689 -28.5887  0.089
C: 0.5593 27.0633 -27.7903  -0.110
O: 4.8041 21.0851 -26.5372  -0.196
H: -6.2026 26.3716 -24.1005  0.112
H: -1.3984 26.3395 -27.0685  0.106
H: 5.3289 19.0587 -26.0504  0.119
C: 2.0373 22.1203 -29.2806  -0.046
H: -0.8654 21.3728 -29.1520  0.091
H: -5.8999 31.6386 -30.5833  0.085
H: -1.2642 29.3174 -33.2646  0.121
H: 0.8095 29.2840 -31.7089  0.080
C: -2.6937 34.0399 -22.2251  -0.286
H: 1.1316 22.3018 -29.8590  0.065
C: -1.9071 23.2916 -28.9243  -0.060
C: 4.7371 19.9068 -25.7088  -0.249
H: 2.7836 24.3431 -23.0435  0.122
H: -6.1137 26.6153 -21.0620  0.085
H: -0.9885 26.4748 -21.8506  0.060
C: -3.5592 28.0193 -28.6759  -0.231
O: -1.6926 30.0951 -31.3959  -0.151
H: 0.8682 25.3081 -18.4683  0.080
C: 2.3246 20.6216 -29.2674  -0.233
C: -2.9034 27.4904 -22.0856  -0.235
C: -5.7529 22.7055 -25.7037  -0.044
O: 0.2258 25.9455 -25.7728  0.074
H: -3.9951 34.0489 -20.5220  0.079
H: 2.7988 29.4581 -29.6476  0.125
H: 3.6966 19.5801 -25.7552  0.094
H: -5.7974 21.6771 -25.3459  0.070
P: 6.2468 21.5876 -27.0256  0.400
P: 1.6600 22.0773 -21.7789  0.383
H: 5.5972 25.7947 -27.5585  0.080
H: -5.1694 30.1830 -26.3813  0.067
O: -4.6864 25.3567 -23.1114  -0.184
H: 0.9553 25.9245 -20.1665  0.072
O: 1.8196 24.3863 -26.1092  0.160
C: 4.9042 23.7680 -27.5230  -0.268
O: -3.8018 19.4846 -28.5272  -0.212
H: -1.3364 27.7187 -20.7021  0.087
H: 1.1172 23.0237 -19.1786  0.117
H: -0.1098 27.1348 -28.6455  0.108
C: 0.4631 16.7023 -24.9940  -0.052
C: 1.2331 20.8587 -24.0164  -0.224
C: 7.4564 19.1390 -28.7173  -0.076
H: -1.9244 33.4498 -21.7137  0.112
H: 0.3846 20.1767 -23.9421  0.117
H: -2.2216 17.2020 -30.1425  0.083
O: -3.9122 20.2140 -26.0322  -0.183
C: 0.0879 28.4691 -31.8749  -0.072
H: -5.5111 23.4889 -24.9972  0.056
O: 2.6031 31.4887 -30.2069  0.059
C: -5.1123 31.1951 -29.9612  -0.079
P: -3.5263 25.8236 -24.0775  0.389
H: 5.9668 19.8327 -30.1127  0.120
O: 6.2301 21.2835 -28.5980  -0.175
H: 0.5931 22.0971 -25.6649  0.074
H: -0.5382 31.4446 -26.7856  0.083
O: -1.8519 31.9687 -24.4391  -0.163
C: -1.8992 23.7768 -24.2705  -0.251
H: -2.6418 26.1075 -29.3307  0.070
H: -0.3743 16.2019 -26.9522  0.109
H: -3.6670 26.0106 -27.9599  0.052
C: 5.0237 20.2357 -24.2476  -0.052
H: -4.2885 35.3118 -21.7953  0.078
H: -6.7068 25.0743 -22.9842  0.121
C: 1.3899 21.3955 -25.4195  -0.054
H: -2.9693 19.5649 -23.5611  0.063
H: -0.7708 27.7521 -26.2642  0.112
H: -0.8077 23.7797 -24.3263  0.107
O: 6.1014 23.1619 -27.0403  -0.149
O: -2.2745 21.2784 -27.5818  -0.175
H: -3.4088 22.4452 -23.4396  0.080
H: -5.1453 30.2023 -30.4297  0.074
O: -2.7473 31.1722 -29.4081  -0.164
H: -3.4797 32.0877 -31.1389  0.121
H: -0.4444 24.9912 -19.6195  0.076
H: -6.4652 30.2721 -25.3093  0.083
O: -0.8814 29.5159 -29.0038  -0.226
C: -2.3264 22.5062 -23.5760  -0.051
O: 7.3897 21.0908 -26.2666  -0.207
C: 4.8901 23.9962 -22.7674  -0.054
O: 0.9097 22.0143 -23.1962  -0.195
O: -2.6225 30.9278 -22.2475  -0.219
H: 4.9823 25.2776 -25.9515  0.069
O: 1.0481 17.5719 -29.3990  -0.167
C: 6.2110 19.9265 -29.0550  -0.270
H: -4.7281 19.3290 -23.8206  0.081
H: 5.0183 24.7979 -23.5110  0.070
H: -6.7735 22.8399 -26.0736  0.081
H: 4.1929 20.7335 -23.7456  0.041
O: -3.1259 27.2546 -23.5089  -0.201
H: -5.7206 27.8939 -22.1878  0.059
H: 2.3441 30.5712 -27.1839  0.134
O: 0.5973 18.1096 -26.9528  -0.167
C: 2.8687 30.4767 -29.2593  -0.138
H: 1.3287 17.3116 -24.7185  0.079
H: -5.1044 23.6831 -27.4593  0.117
H: 2.4445 23.8922 -19.6969  0.122
H: -0.1907 29.8106 -26.3227  0.055
H: -2.9710 35.4873 -20.6143  0.077
H: -2.9564 23.5898 -29.0052  0.064
C: 0.4529 16.7772 -26.5215  -0.307
H: -1.5469 17.2160 -28.6013  0.059
H: -3.4376 26.7662 -21.4715  0.113
O: -3.5230 33.2261 -23.0475  -0.157
H: -5.7542 28.6369 -25.7003  0.074
C: 1.3621 23.8368 -19.8772  -0.291
H: 0.0797 17.7915 -31.1508  0.121
H: -5.4943 31.0918 -28.9483  0.073
O: 3.1451 22.5066 -22.1052  -0.183
H: -3.8426 32.8280 -29.5727  0.124
H: -2.0929 34.7395 -22.8134  0.121
H: -2.5333 18.6517 -25.7662  0.113
C: -1.2799 16.9849 -29.6347  -0.069
H: -4.2047 18.1754 -25.9996  0.122
H: 0.0488 31.2191 -24.3077  0.125
C: -0.4832 26.7821 -26.6736  -0.112
C: -0.9095 30.6276 -26.1730  -0.068
H: -3.7766 23.1519 -26.5261  0.082
C: -3.5509 26.5455 -28.9153  -0.080
H: 2.3299 21.9445 -25.4972  0.054
H: 3.9010 30.5147 -28.8934  0.129
C: 1.2187 25.3380 -26.4718  -0.549
H: 0.5745 15.6888 -24.6237  0.080
H: -1.3622 23.6635 -29.7886  0.083
H: -7.3257 27.2395 -22.1736  0.085
H: 5.1551 19.2833 -23.7274  0.090
C: -1.4168 27.4720 -21.7651  -0.055
H: 0.1761 28.1094 -30.8440  0.050
P: -3.7380 20.5712 -27.5592  0.388
H: 0.9361 30.1695 -28.2432  0.063
O: 1.6260 33.4955 -30.1133  0.188
H: 0.5011 27.8010 -32.6245  0.083
H: -4.5337 28.4187 -28.3848  0.117
H: 5.0697 24.4706 -21.8060  0.077
C: -3.7873 31.8824 -30.1151  -0.225
H: -1.8723 30.2471 -26.5125  0.065
O: -3.1140 28.6823 -29.8871  -0.189
H: -1.5922 23.7375 -27.9757  0.074
C: 1.9315 32.5028 -29.5737  -0.573
H: 3.9971 23.2534 -27.2094  0.089
H: -1.9960 21.6250 -24.1265  0.066
H: 7.6454 19.0544 -27.6502  0.063
P: -2.0253 29.8442 -29.8562  0.407
C: -0.9282 30.8957 -24.6790  -0.250
C: 4.8411 25.2070 -27.0291  -0.058
O: 1.6163 32.1280 -28.3254  0.066
C: -5.5649 29.6848 -25.4838  -0.047
C: 0.6321 25.1143 -19.5144  -0.070
H: 1.2640 16.1067 -26.8376  0.120
H: 3.9190 25.7151 -27.3169  0.059
C: -0.1713 17.9012 -30.0985  -0.235
C: -3.5509 34.7758 -21.1978  -0.062
H: 3.2965 20.4929 -28.7907  0.093
H: 1.4083 20.6422 -26.2055  0.057
C: -1.2891 29.0034 -32.2202  -0.258
H: -1.8288 22.4630 -22.6050  0.082
H: 2.8927 22.6732 -29.6635  0.079
O: 2.9993 18.0294 -27.8898  -0.214
C: -4.7662 22.8365 -26.8556  -0.268
H: -0.3911 17.2083 -24.5469  0.063

[2]
Density functional theory data (ωB97M-V with the def2-TZVPD basis set) for a 3-piece molecular cluster, C6H12 overall in a non-equilibrium geometry.

Output
Lowest unoccupied orbital energy (alpha / beta)   0.621 / 0.620 eV
Gap between HOMO and LUMO (alpha / beta)   0.285 / 0.284 Ha
HOMO (alpha / beta)   -7.13 / -7.11 eV

Each line ends with the natural charge from an NBO analysis.
CARTESIAN COORDINATES (ANGSTROEM)
C: -1.2056 0.1703 -1.2705  -0.401
H: -1.9318 0.7006 -1.8716  0.204
H: -2.9357 -1.5859 0.6199  0.183
H: 2.3928 0.2230 -1.2766  0.225
H: 0.7488 1.4107 2.3335  0.199
C: 1.8381 0.7384 0.6818  -0.130
H: -0.7388 -0.6487 -1.8076  0.195
C: 0.7941 0.6718 1.5495  -0.397
H: -2.1642 0.7695 0.5121  0.215
H: 0.0160 1.5753 -0.4308  -0.110
H: 2.7286 -1.1235 -0.1901  0.227
C: 2.0838 -0.2635 -0.3517  -0.670
C: -2.0840 -1.3178 0.0214  -0.348
C: -1.5819 -0.0471 0.1207  -0.216
H: 1.1514 -0.7516 -0.5646  0.207
H: -1.5605 -2.2036 -0.3105  0.199
H: 2.7719 1.2106 0.9554  0.204
H: 0.2600 -0.2559 1.7010  0.213